ORCA calculation (the ωB97M-V functional and the def2-TZVPD basis) on the molecule C17H19N3O4.

CARTESIAN COORDINATES (ANGSTROEM)
C (-6.594, -2.110, 0.017)
O (-6.204, -0.861, 0.530)
C (-4.955, -0.398, 0.232)
C (-4.024, -1.058, -0.555)
C (-2.778, -0.495, -0.798)
C (-2.447, 0.735, -0.253)
O (-1.250, 1.383, -0.431)
C (-0.258, 0.756, -1.202)
C (1.023, 1.584, -1.186)
O (1.932, 1.360, -1.963)
N (1.045, 2.555, -0.260)
C (2.247, 3.295, 0.028)
C (3.078, 2.586, 1.112)
N (3.407, 1.239, 0.715)
C (2.622, 0.193, 1.075)
O (1.718, 0.290, 1.883)
C (3.005, -1.109, 0.458)
C (3.354, -1.243, -0.884)
C (3.674, -2.503, -1.362)
C (3.632, -3.576, -0.484)
N (3.287, -3.460, 0.788)
C (2.976, -2.262, 1.242)
C (-3.384, 1.400, 0.540)
C (-4.618, 0.843, 0.778)
H (-7.606, -2.276, 0.382)
H (-6.601, -2.112, -1.079)
H (-5.943, -2.914, 0.377)
H (-4.245, -2.017, -0.996)
H (-2.082, -1.038, -1.416)
H (-0.575, 0.628, -2.246)
H (-0.002, -0.234, -0.793)
H (0.290, 2.568, 0.410)
H (1.985, 4.303, 0.356)
H (2.821, 3.349, -0.901)
H (3.996, 3.146, 1.305)
H (2.495, 2.506, 2.033)
H (4.027, 1.129, -0.072)
H (3.327, -0.393, -1.552)
H (3.942, -2.649, -2.397)
H (3.875, -4.578, -0.811)
H (2.690, -2.200, 2.284)
H (-3.120, 2.357, 0.960)
H (-5.346, 1.350, 1.390)

- Structure (SMILES): COc1ccc(OCC(=O)NCCNC(=O)c2cccnc2)cc1
- ΔE to the lowest compared entry with this formula, charge and spin: 204.2 kJ/mol
- E: -1124.45764 a.u.
- Kohn-Sham gap: 8.9 eV
- 2S+1: 1
- HOMO: -8.1 eV



ORCA calculation (the ωB97M-V functional and the def2-TZVPD basis) on the molecule C18H14N2O2 at a distorted geometry.

CARTESIAN COORDINATES (ANGSTROEM)
C (-1.508, -3.187, -0.835)
C (-2.042, -1.875, -0.625)
C (-3.585, -1.603, -0.756)
C (-4.109, -0.536, -0.349)
C (-3.285, 0.406, -0.203)
C (-3.879, 1.763, 0.329)
C (-3.058, 2.725, 0.810)
C (-1.612, 2.652, 0.555)
C (-1.089, 1.433, 0.258)
N (0.372, 1.194, 0.476)
C (1.051, 0.582, -0.331)
O (1.491, 1.105, -1.441)
C (2.828, 1.023, -1.615)
O (3.528, 1.697, -2.689)
C (3.485, 0.214, -0.477)
C (4.698, 0.093, -0.068)
C (5.001, -0.567, 0.863)
C (3.984, -0.870, 1.846)
C (2.664, -0.888, 1.356)
C (2.297, 0.061, 0.185)
C (-1.855, 0.307, -0.035)
N (-1.246, -0.789, -0.316)
H (-0.510, -3.260, -0.775)
H (-2.017, -4.028, -0.279)
H (-1.703, -3.262, -1.919)
H (-4.240, -2.582, -1.116)
H (-5.181, -0.299, -0.448)
H (-4.971, 1.974, 0.351)
H (-3.312, 3.991, 0.870)
H (-0.925, 3.258, 0.961)
H (0.895, 2.125, 0.712)
H (0.465, -0.297, -0.869)
H (5.522, 0.444, -0.930)
H (5.909, -0.671, 1.442)
H (4.177, -1.365, 2.785)
H (1.763, -0.969, 2.276)

- Structure (SMILES): Cc1ccc2cccc(N[C@H]3OC(=O)c4ccccc43)c2n1
- ΔE to the lowest compared entry with this formula, charge and spin: 1167.3 kJ/mol
- E: -953.86389 a.u.
- Kohn-Sham gap: 8.8 eV
- 2S+1: 1
- HOMO: -8.7 eV



ORCA calculation (the ωB97M-V functional and the def2-TZVPD basis) on a structure of composition C5H13NO2 at a distorted geometry.

CARTESIAN COORDINATES (ANGSTROEM)
C (1.527, 2.376, 0.675)
N (1.387, -0.297, -1.070)
C (1.130, -0.096, 0.260)
C (0.972, 1.108, 1.150)
C (-0.275, 0.611, 0.488)
C (-1.235, -0.049, 1.432)
H (2.568, 2.602, 0.910)
H (1.497, 2.338, -0.426)
H (0.946, 3.278, 0.939)
H (0.779, -1.025, -1.512)
H (1.419, 0.582, -1.582)
H (1.273, -0.986, 0.872)
H (-0.555, 1.274, -0.338)
H (-0.584, -0.471, 2.207)
H (-1.821, 0.709, 1.964)
H (-1.872, -0.845, 1.023)
H (-2.631, -2.725, -0.492)
O (-2.002, -2.039, -0.293)
H (-0.755, -2.531, -2.828)
H (-1.287, -1.947, -1.182)
O (-0.481, -1.867, -2.196)

- ΔE to the lowest compared entry with this formula, charge and spin: 716.6 kJ/mol
- E: -403.30369 a.u.
- Kohn-Sham gap: 5.2 eV
- 2S+1: 1
- HOMO: -8.2 eV



ORCA calculation (the ωB97M-V functional and the def2-TZVPD basis) on the molecule C2H4S2 at a distorted geometry.

CARTESIAN COORDINATES (ANGSTROEM)
S (1.023, -1.672, 1.775)
C (0.716, -0.419, 0.767)
C (-0.515, -0.236, -0.003)
S (-0.451, 0.856, -1.697)
H (1.336, 0.451, 0.533)
H (-0.520, -1.203, -0.763)
H (-1.499, -0.100, 0.869)
H (-0.091, 2.323, -1.481)

- Structure (SMILES): S=CCS
- ΔE to the lowest compared entry with this formula, charge and spin: 264.4 kJ/mol
- E: -874.85944 a.u.
- Kohn-Sham gap: 8.5 eV
- 2S+1: 1
- HOMO: -9.1 eV